{"formula": "C6H9N2OS2", "method": "ωB97M-V with the def2-TZVPD basis set", "orbital_gap_ev": 7.9, "charge": 1, "e_above_lowest_kcal_mol": 39.0, "symbols": ["C", "C", "C", "C", "C", "C", "N", "N", "O", "S", "S", "H", "H", "H", "H", "H", "H", "H", "H", "H"], "coordinates": [[3.111381, 1.084346, -0.006515], [1.881465, 0.963400, 0.575774], [3.470429, 0.015903, -0.761513], [1.352216, -0.260478, 0.300366], [0.123399, -0.795555, 0.797959], [-2.071912, 0.262843, -0.525102], [-0.356323, -2.006428, 0.440347], [-2.169179, 1.335501, -1.214267], [-0.426871, -0.272320, 1.891532], [2.414900, -1.347091, -0.603704], [-3.701172, -0.362430, -0.387347], [3.699341, 2.031217, -0.230257], [1.453232, 1.821721, 0.940995], [4.310277, -0.102909, -1.391897], [-1.247976, -2.195367, 1.010827], [-0.123029, -2.491131, -0.396280], [-3.085833, 1.671541, -1.536997], [-1.224907, -0.752595, 2.174311], [-1.394243, 2.125639, -1.345411], [-3.403034, -1.597150, 0.176812]], "forces_ev_per_angstrom": [[2.703, 1.976, -2.537], [0.236, -1.047, -0.890], [-0.261, -1.646, 0.392], [-1.100, -1.583, 0.440], [-0.749, -1.800, 1.016], [0.032, -1.110, 0.696], [-1.590, 1.659, 2.846], [1.227, 4.555, -1.433], [0.764, 0.123, -0.848], [-0.273, 2.183, 0.348], [0.344, -1.561, 0.678], [-0.937, -1.162, 1.062], [-1.517, 1.355, 1.421], [0.825, 0.055, -0.358], [1.948, -0.525, -2.007], [-0.055, -0.230, -0.522], [0.440, 0.132, -0.134], [0.154, 0.391, -0.144], [-1.917, -2.811, 0.458], [-0.273, 1.045, -0.483]], "mulliken_charge": [-0.379, -0.597, -0.269, 0.084, 0.729, 0.173, -0.329, -0.334, -0.417, -0.075, -0.211, 0.311, 0.493, 0.468, 0.191, 0.229, 0.173, 0.387, 0.270, 0.102]}